Computed, not measured: C3H3N3 as an isolated structure at a distorted geometry, with the ωB97M-V functional and the def2-TZVPD basis.

Last column: Löwdin charge in e.
Geometry (Å):
N: 2.1362 0.5260 -1.6073  0.135
N: -0.3133 -2.2591 0.8092  0.224
N: -0.8917 1.0297 0.2464  0.057
C: 0.0039 0.0466 -0.2364  -0.374
C: 1.1694 0.3084 -1.0033  -0.205
C: -0.1559 -1.1862 0.2478  -0.197
H: 0.3453 -1.4430 1.4270  0.192
H: -0.5147 1.9645 0.2932  0.086
H: -1.8078 0.9918 -0.1734  0.081

The max |F| is 0.0645 Eh/bohr. The value obtained for the energy above the lowest of the compared OMol25 structures with the same formula, charge and spin is 81.74 kcal/mol. The spin multiplicity is 1. For the HOMO energy, the calculation gives -0.3223 Eh.

***

Computed, not measured: one molecule with the formula C3H4N2OS, with the ωB97M-V functional and the def2-TZVPD basis.

Last column: Löwdin charge in e.
Geometry (Å):
S: -0.9483 -0.3601 2.7052  0.805
O: -0.6638 0.5401 0.1670  0.046
N: -0.2594 0.9201 -2.0683  0.163
N: 0.7509 -0.8626 -0.8445  0.126
C: -0.2508 -0.3939 1.1067  -0.693
C: -0.0129 0.1757 -0.9448  -0.493
C: 0.5866 -1.2302 0.4796  -0.141
H: -0.1748 0.6173 3.2312  -0.126
H: 1.0934 -2.0919 0.8792  0.111
H: -0.5464 1.8713 -1.9136  0.101
H: 0.4255 0.8142 -2.7978  0.102

The max |F| is 0.0136 Eh/bohr. The value obtained for the energy above the lowest of the compared OMol25 structures with the same formula, charge and spin is 11.06 kcal/mol. The spin multiplicity is 1. For the HOMO energy, the calculation gives -0.3148 Eh. Its structure (SMILES) is Nc1ncc(S)o1.

***

Computed, not measured: a 2-piece molecular cluster, C16H39IN2PSi overall at a distorted geometry, with the ωB97M-V functional and the def2-TZVPD basis.

Last column: Löwdin charge in e.
Geometry (Å):
I: 0.5150 -7.0504 1.0371  0.380
P: 3.0964 -4.3377 0.6196  0.683
Si: 0.8697 -4.5798 0.6584  -0.108
N: 0.3092 -4.0905 -0.9779  -0.164
N: -0.7379 2.4183 -0.9939  -0.230
C: -1.3793 -1.3312 1.7937  -0.115
C: 3.1684 -4.3739 3.6191  -0.188
C: 0.4286 5.2272 -3.4662  -0.100
C: -1.4446 2.1654 0.3420  -0.091
C: 0.0070 1.1459 -1.4216  0.026
C: -2.2690 -3.7951 0.9745  -0.145
C: -1.9025 2.6574 -1.9501  -0.082
C: 0.2412 -3.5019 2.1128  -0.332
C: -0.1125 4.9949 -0.9557  -0.163
C: -1.3047 -2.9868 2.0210  -0.415
C: 0.3289 3.5305 -0.8952  -0.093
C: -0.4952 5.5941 -2.3159  -0.258
C: -2.6347 3.0986 0.3410  -0.148
C: 3.7442 -3.6379 2.2728  -0.512
C: 3.4256 -2.9095 -0.6614  -0.390
C: -3.0062 3.2957 -1.1190  -0.140
H: 0.0658 5.6819 -4.3939  0.087
H: -1.7817 -3.1502 3.1036  0.136
H: -3.9687 2.8237 -1.3471  0.127
H: 4.0108 -4.4742 4.4387  0.087
H: 3.5203 -3.3113 -1.7592  0.043
H: -2.2615 -4.9661 1.0906  0.075
H: -0.9038 5.2038 -0.2309  0.105
H: -3.4678 2.6876 0.9208  0.130
H: -3.1235 4.3598 -1.3432  0.113
H: -1.5691 3.2214 -2.8200  0.122
H: 0.4701 4.1480 -3.6338  0.059
H: -2.1128 -3.4500 -0.1578  0.077
H: 4.4355 -2.3325 -0.4182  0.055
H: -0.5024 6.6862 -2.2144  0.121
H: -1.7875 1.1228 0.3435  0.109
H: 2.5599 -2.1028 -0.5600  0.026
H: 0.4370 1.3155 -2.4146  0.112
H: 2.6879 -5.4202 3.3179  0.069
H: -1.6701 -1.1230 0.6794  0.057
H: -2.2525 -0.9302 2.4904  0.090
H: 1.4446 5.5911 -3.2844  0.088
H: 4.9278 -3.7926 2.2577  0.087
H: 0.7894 0.9448 -0.6823  0.114
H: 0.9561 -2.5677 2.2116  0.074
H: 1.0677 3.3373 -1.6768  0.119
H: 0.3493 -4.1054 3.1350  0.091
H: -0.6979 0.3138 -1.4536  0.100
H: -1.5215 5.3287 -2.5801  0.085
H: -2.2467 1.6779 -2.3027  0.137
H: -0.3820 -0.8183 2.1348  0.075
H: -3.3873 -3.4625 1.2278  0.094
H: -2.3769 4.0543 0.8068  0.110
H: 2.3176 -3.6735 4.0547  0.065
H: 1.1139 -4.3311 -1.6291  0.029
H: 3.5914 -2.4566 2.2652  0.079
H: -0.4219 -4.8196 -1.2352  0.030
H: 0.8442 3.3559 0.0540  0.134
H: 0.7483 5.5794 -0.6016  0.132
H: -0.7496 2.3206 1.1715  0.142

The max |F| is 0.0521 Eh/bohr. Its charge is +1. The spin multiplicity is 1. For the HOMO energy, the calculation gives -0.3599 Eh.

***

Computed, not measured: C23H29AsMnN3OS3 as an isolated structure at a distorted geometry, with the ωB97M-V functional and the def2-TZVPD basis.

Last column: Löwdin charge in e.
Geometry (Å):
As: -2.3725 1.6390 0.5352  1.082
Mn: 0.9136 0.3185 -0.8705  0.605
S: -0.3424 2.5045 1.0475  0.571
S: 3.5822 -1.7356 -1.6082  0.991
S: 2.6028 1.2679 0.5268  0.573
O: 2.1451 -1.3007 -1.5974  -0.671
N: -0.7132 1.4506 -2.9179  -0.086
N: 0.3091 3.3401 -2.2237  0.116
N: -0.7187 0.0376 -2.9276  0.042
C: -1.5902 -2.8738 -0.7714  -0.057
C: -4.7868 2.2064 3.8888  -0.075
C: 1.7619 1.0135 2.0405  -0.730
C: -2.7605 -2.2022 -1.0922  -0.067
C: 0.4861 1.5426 2.3064  -0.642
C: -1.9556 -0.2286 0.0558  -0.468
C: 2.4014 0.2790 3.0406  -0.120
C: 0.5327 0.6011 4.5097  -0.075
C: 0.2294 2.0249 -2.1729  -0.325
C: -2.9280 -0.8860 -0.6984  -0.147
C: -0.1050 1.3635 3.5457  -0.119
C: -3.1610 0.1345 3.0084  -0.117
C: 1.7814 0.0534 4.2520  -0.075
C: 4.5085 -0.2641 -2.2483  -0.364
C: -0.7978 -0.9283 0.4161  -0.199
C: -0.6192 -2.2472 -0.0067  -0.063
C: -3.8671 0.0117 4.1948  -0.073
C: 3.7232 -2.8550 -3.1033  -0.335
C: 2.5126 -2.7603 -4.0101  -0.132
C: -4.6821 1.0434 4.6339  -0.071
C: -3.2584 1.2997 2.2588  -0.452
C: -4.0827 2.3295 2.7054  -0.138
C: 3.6499 0.5544 -3.1849  -0.120
H: 0.0521 0.4397 5.4617  0.106
H: -3.5539 -2.7073 -1.6246  0.115
H: -1.3625 1.9571 -3.5252  0.159
H: 3.3337 -0.0311 -4.0439  0.071
H: -1.0570 1.8334 3.7507  0.098
H: -0.3109 3.9237 -2.7789  0.121
H: -4.1526 3.2334 2.1087  0.093
H: -1.6473 -0.3286 -2.7176  0.075
H: 2.2772 -0.5442 5.0004  0.107
H: -5.4182 3.0106 4.2324  0.108
H: -3.8501 -0.3648 -0.9342  0.104
H: 3.3860 -0.1131 2.8335  0.099
H: 0.2518 -2.7980 0.3215  0.119
H: 0.9861 3.8105 -1.6461  0.102
H: 4.6489 -2.6078 -3.6130  0.084
H: 3.8241 -3.8488 -2.6725  0.079
H: 2.1400 -3.7471 -4.2612  0.079
H: 4.2058 1.4155 -3.5419  0.090
H: -2.5209 -0.6769 2.6813  0.101
H: 5.4054 -0.6417 -2.7286  0.087
H: 2.7496 0.9130 -2.6567  0.028
H: -1.4539 -3.8957 -1.0836  0.112
H: -5.2410 0.9386 5.5542  0.110
H: -3.7752 -0.8884 4.7866  0.109
H: 2.7466 -2.2448 -4.9366  0.075
H: 1.7119 -2.2229 -3.4977  0.046
H: -0.4199 -0.3270 -3.8317  0.107
H: -0.1359 -0.5343 1.1962  0.095
H: 4.7815 0.3130 -1.3656  0.062

The max |F| is 0.0278 Eh/bohr. The value obtained for the energy above the lowest of the compared OMol25 structures with the same formula, charge and spin is 24.79 kcal/mol. Its expectation value of S² is 8.757. Its charge is +1. The spin multiplicity is 6. For the HOMO energy (alpha / beta), the calculation gives -0.3626 / -0.3667 Eh.

***

Computed, not measured: a 2-piece molecular cluster, C2H5F3Si overall at a distorted geometry, with the ωB97M-V functional and the def2-TZVPD basis.

Last column: Löwdin charge in e.
Geometry (Å):
Si: 2.3391 -0.5451 -1.4498  0.321
F: 3.5059 -1.6020 -1.3654  -0.099
F: 3.1375 0.7379 -0.8990  -0.118
F: 1.2955 -0.8369 -0.2906  -0.125
C: -2.2764 0.0337 0.8086  -0.095
C: -1.5872 0.9786 1.4092  -0.081
H: -3.2604 -0.4366 1.2404  0.085
H: -0.8172 1.4322 0.8598  0.026
H: -2.0172 -0.4332 -0.0912  0.013
H: -1.8159 1.2230 2.4459  0.053
H: 1.4964 -0.5516 -2.6679  0.020

The max |F| is 0.0712 Eh/bohr. The value obtained for the energy above the lowest of the compared OMol25 structures with the same formula, charge and spin is 16.36 kcal/mol. The spin multiplicity is 1. For the HOMO energy, the calculation gives -0.3704 Eh. Its structure (SMILES) is F[SiH](F)F.C=C.

***

Computed, not measured: C28H20FeN2O5S6Sb as an isolated structure, with the ωB97M-V functional and the def2-TZVPD basis.

Last column: Löwdin charge in e.
Geometry (Å):
Sb: 1.7487 5.2516 1.0441  0.041
Fe: -1.0727 0.3679 0.8924  0.211
S: 3.4801 0.6661 4.3092  1.072
S: -1.0665 2.6343 0.9985  0.218
S: 3.2190 3.7066 0.0801  -0.359
S: 2.7021 6.1485 2.9353  -0.534
S: 0.4286 3.1504 2.2020  -0.036
S: -4.3711 0.6478 -3.7994  1.074
O: -2.0522 -0.7394 4.6650  0.025
O: -3.0554 0.3202 0.7863  -0.109
O: -1.0828 0.1443 2.8498  -0.109
O: -0.9927 -1.6972 0.6263  -0.124
O: -5.0066 -0.5262 1.4737  0.016
N: 0.9136 0.3532 0.7767  0.037
N: -0.9120 0.5197 -1.0926  0.050
C: -3.1040 -1.9539 1.5432  -0.093
C: 2.1388 0.6695 -3.1719  -0.025
C: 3.6274 0.5630 0.2523  -0.024
C: -0.8160 -3.8674 1.4006  -0.097
C: 2.7157 0.5326 -0.8103  -0.180
C: 0.7369 0.6122 -2.8530  -0.123
C: 4.0781 0.6337 2.6937  -0.465
C: -2.2637 -2.3147 0.3133  -0.236
C: 5.9902 0.9425 3.9770  -0.196
C: 3.0749 0.6453 -2.1968  -0.019
C: -3.7942 -0.5953 1.2876  -0.596
C: -2.0231 -2.0424 2.6734  -0.091
C: 3.1720 0.5061 1.5505  -0.214
C: -1.8727 0.6211 -1.9831  -0.055
C: 5.0444 0.8783 4.9547  -0.429
C: -2.6789 0.9369 -5.6811  -0.135
C: -4.9668 0.8160 -5.3920  -0.433
C: -1.6187 0.6898 -3.3675  -0.185
C: -1.9038 -3.8019 0.3004  -0.097
C: -2.7321 0.7723 -4.3241  -0.471
C: -1.7316 -0.7584 3.4807  -0.595
C: -3.9585 0.9629 -6.2937  -0.203
C: 1.3657 0.4415 -0.4878  -0.142
C: 1.7818 0.3942 1.7608  -0.121
C: 5.4345 0.8049 2.6813  -0.123
C: -0.3020 0.6888 -3.7875  0.048
C: 0.3717 0.5039 -1.5094  -0.115
C: -0.7712 -2.4135 1.8669  -0.232
H: 6.0154 0.8685 1.7732  0.104
H: -1.7544 1.0490 -6.2286  0.101
H: 4.6808 0.6905 0.0415  0.114
H: -1.5075 -4.0989 -0.6712  0.107
H: 7.0403 1.1085 4.1709  0.092
H: -0.0590 0.7653 -4.8408  0.114
H: -2.2830 -2.8196 3.3909  0.143
H: -2.8742 0.6615 -1.5643  0.103
H: 2.4289 0.7771 -4.2104  0.106
H: -6.0285 0.8029 -5.5771  0.057
H: -2.7750 -4.4188 0.5203  0.111
H: -2.6341 -1.9138 -0.6270  0.156
H: -3.9010 -2.6769 1.7105  0.142
H: 0.1473 -4.1692 0.9881  0.109
H: 5.1808 0.9791 6.0190  0.056
H: 4.1247 0.7428 -2.4457  0.114
H: -1.0690 -4.5410 2.2189  0.111
H: 1.3467 0.3685 2.7535  0.082
H: -4.1186 1.0906 -7.3548  0.093
H: 0.1647 -2.0816 2.3072  0.158

The max |F| is 0.0088 Eh/bohr. The value obtained for the energy above the lowest of the compared OMol25 structures with the same formula, charge and spin is 2.47 kcal/mol. Its expectation value of S² is 0.764. Its charge is -2. The spin multiplicity is 2. For the HOMO energy (alpha / beta), the calculation gives -0.0383 / -0.0376 Eh.

***

One value per record, in order, for DFT total energy: -7626.0048; -19038.5689; -45464.6979; -155498.7858; -18189.1433; -148520.4872 eV.